{
  "formula": "C3H8N4",
  "method": "ωB97M-V/def2-TZVPD",
  "symbols": ["H", "N", "C", "N", "C", "C", "N", "N", "H", "H", "H", "H", "H", "H", "H"],
  "positions_angstrom": [[3.04, -0.45, -0.66], [2.35, -0.05, -1.31], [1.26, 0.29, -0.69], [0.33, 1.05, -1.38], [1.05, 0.03, 0.78], [-0.32, -0.60, 0.80], [-1.37, 0.18, 0.83], [-2.54, -0.50, 0.81], [0.40, 0.99, -2.39], [-0.60, 1.29, -1.03], [1.77, -0.70, 1.16], [1.06, 0.96, 1.34], [-0.39, -1.70, 0.83], [-3.31, 0.13, 1.00], [-2.73, -0.91, -0.11]],
  "lowdin_charge": [0.032, 0.087, -0.517, 0.107, -0.122, -0.162, -0.083, -0.042, 0.095, 0.074, 0.110, 0.123, 0.127, 0.081, 0.089],
  "orbital_gap_ev": 9.77,
  "fmax_ev_per_a": 4.1,
  "e_tot_ha": -338.0823,
  "e_lumo_ev": 0.94,
  "homo_energy_ev": -8.828,
  "e_above_lowest_kcal_mol": 44.9
}